[1]
This record from OMol25 describes C23H19N5O3S2 in the gas phase at a distorted geometry. The level of theory is the ωB97M-V functional and the def2-TZVPD basis.

* charge: 0
* 2S+1: 1
* SMILES string: Cn1c(CNC(=O)c2ccco2)nnc1SCC(=O)N1c2ccccc2Sc2ccccc21

Structure (XYZ):
```
52
C23H19N5O3S2 the ωB97M-V functional and the def2-TZVPD basis
C -2.69 2.12 -0.67
N -1.88 1.08 -1.24
C -1.98 -0.27 -1.05
C -2.95 -0.93 -0.15
N -2.55 -2.30 0.04
C -3.38 -3.21 0.60
O -4.47 -2.93 1.05
C -2.82 -4.57 0.65
C -3.37 -5.73 1.12
C -2.40 -6.74 0.92
C -1.34 -6.13 0.34
O -1.57 -4.82 0.17
N -1.05 -0.89 -1.72
N -0.32 0.03 -2.37
C -0.81 1.20 -2.08
S -0.20 2.73 -2.64
C 1.55 2.25 -2.90
C 2.33 2.88 -1.76
O 2.88 3.95 -1.90
N 2.25 2.25 -0.55
C 1.89 0.89 -0.36
C 2.53 -0.13 -1.05
C 2.17 -1.44 -0.83
C 1.20 -1.76 0.10
C 0.59 -0.76 0.83
C 0.94 0.56 0.61
S 0.18 1.86 1.55
C 1.61 2.90 1.69
C 1.81 3.63 2.85
C 2.93 4.43 2.97
C 3.85 4.49 1.94
C 3.66 3.75 0.78
C 2.52 2.97 0.64
H -2.70 2.03 0.42
H -3.71 2.05 -1.05
H -2.26 3.08 -0.95
H -3.97 -0.89 -0.56
H -2.98 -0.41 0.82
H -1.70 -2.58 -0.43
H -4.34 -5.83 1.55
H -2.49 -7.78 1.17
H -0.39 -6.50 0.01
H 1.56 1.17 -2.95
H 1.86 2.71 -3.84
H 3.30 0.13 -1.77
H 2.66 -2.22 -1.40
H 0.92 -2.79 0.27
H -0.15 -0.99 1.58
H 1.08 3.56 3.65
H 3.08 5.00 3.87
H 4.73 5.10 2.04
H 4.37 3.80 -0.02
```


[2]
This record from OMol25 describes a 2-piece molecular cluster, C4H8O2 overall at a distorted geometry. The level of theory is the ωB97M-V functional and the def2-TZVPD basis.

* charge: 0
* 2S+1: 1

Structure (XYZ):
```
14
C4H8O2 the ωB97M-V functional and the def2-TZVPD basis
C -2.09 -0.53 -0.48
C -0.68 -0.35 -0.99
O 0.12 0.27 -0.04
C 1.73 1.17 0.49
C 1.76 0.06 1.39
O 2.26 -0.95 0.95
H -2.49 0.46 -0.24
H -2.15 -1.16 0.42
H -2.74 -1.01 -1.22
H -0.31 -1.35 -1.26
H -0.64 0.26 -1.88
H 1.80 2.14 0.99
H 2.19 1.02 -0.46
H 1.23 -0.02 2.34
```


[3]
This record from OMol25 describes a 2-piece molecular cluster, C3H4BrNO2 overall at a distorted geometry. The level of theory is the ωB97M-V functional and the def2-TZVPD basis.

* charge: 0
* 2S+1: 1
* SMILES string: [O-][N+]#CBr.CC=O

Structure (XYZ):
```
11
C3H4BrNO2 the ωB97M-V functional and the def2-TZVPD basis
O 1.23 1.91 -0.19
N 1.75 0.90 0.07
C 2.32 0.04 0.66
Br 2.94 -1.63 0.50
C -1.35 -0.27 0.48
C -1.11 -0.16 -0.97
O -0.25 -0.65 -1.57
H -0.66 -1.00 0.81
H -0.95 0.72 1.01
H -2.35 -0.51 0.82
H -1.56 0.65 -1.62
```


[4]
This record from OMol25 describes C5H10O in the gas phase. The level of theory is the ωB97M-V functional and the def2-TZVPD basis.

* charge: 0
* 2S+1: 1
* SMILES string: CC[C@@]1(C)CO1

Structure (XYZ):
```
16
C5H10O the ωB97M-V functional and the def2-TZVPD basis
C -1.82 -0.69 -0.14
C -0.48 -0.53 -0.86
C 0.60 0.26 -0.10
C 0.19 1.06 1.12
C 2.00 -0.14 -0.23
O 1.49 0.95 -0.98
H -2.27 0.27 0.09
H -1.72 -1.25 0.79
H -2.52 -1.24 -0.78
H -0.63 -0.02 -1.81
H -0.08 -1.52 -1.11
H -0.67 1.70 0.92
H -0.06 0.40 1.96
H 1.02 1.71 1.42
H 2.25 -1.03 -0.81
H 2.72 0.12 0.55
```


[5]
This record from OMol25 describes C3H5F4NO3S in the gas phase at a distorted geometry. The level of theory is the ωB97M-V functional and the def2-TZVPD basis.

* charge: 0
* 2S+1: 1
* SMILES string: O=S(=O)(F)NC[C@H](O)C(F)(F)F

Structure (XYZ):
```
17
C3H5F4NO3S the ωB97M-V functional and the def2-TZVPD basis
O -1.20 2.95 -2.21
S -0.31 1.70 -1.86
O 0.11 1.01 -3.19
F 1.11 2.33 -1.09
N -1.08 0.65 -0.70
C -0.38 -0.68 -0.55
C 0.66 -0.54 0.73
O 1.84 -1.38 0.46
C -0.12 -0.93 2.15
F 0.70 -0.31 3.25
F -0.26 -2.42 2.33
F -1.43 -0.24 2.18
H -2.11 0.55 -0.85
H -1.21 -1.47 -0.20
H 0.14 -1.09 -1.52
H 0.95 0.61 0.84
H 2.57 -0.73 0.23
```


[6]
This record from OMol25 describes a 2-piece molecular cluster, C6H15NO overall. The level of theory is the ωB97M-V functional and the def2-TZVPD basis.

* charge: 0
* 2S+1: 1
* SMILES string: CC/C(C)=C(/C)N.O

Structure (XYZ):
```
23
C6H15NO the ωB97M-V functional and the def2-TZVPD basis
C 1.35 -0.12 -2.54
C 0.29 0.40 -1.57
C -0.01 -0.53 -0.43
C -0.67 -1.82 -0.82
C 0.33 -0.28 0.84
C 0.06 -1.21 1.97
N 0.91 0.91 1.26
H 1.34 -1.21 -2.58
H 2.36 0.13 -2.19
H 1.21 0.29 -3.53
H 0.58 1.39 -1.23
H -0.62 0.60 -2.13
H -1.65 -1.97 -0.36
H -0.82 -1.90 -1.88
H -0.10 -2.69 -0.51
H -0.54 -2.07 1.72
H 0.99 -1.58 2.43
H -0.47 -0.70 2.79
H 1.11 1.64 0.59
H 1.50 0.88 2.06
O -1.99 2.25 1.21
H -2.82 1.75 1.13
H -1.30 1.65 0.92
```


[7]
This record from OMol25 describes C33H50ClPTc as an isolated structure at a distorted geometry. The level of theory is the ωB97M-V functional and the def2-TZVPD basis.

* expectation value of S²: 3.781
* charge: 0
* 2S+1: 4

Structure (XYZ):
```
86
C33H50ClPTc the ωB97M-V functional and the def2-TZVPD basis
Tc 0.00 0.00 0.00
Cl 1.01 -0.44 2.06
P 0.10 0.60 -2.28
C -1.70 0.66 0.14
H -2.63 0.08 0.10
H -1.82 1.73 0.36
C 1.92 0.85 -2.53
C -0.74 2.25 -2.52
C 2.46 0.96 -3.96
H 2.07 1.81 -2.01
C 3.96 1.31 -3.94
H 2.33 0.00 -4.48
H 1.91 1.71 -4.54
C 4.76 0.27 -3.14
H 4.34 1.38 -4.96
H 4.09 2.30 -3.48
C 4.21 0.12 -1.72
H 4.70 -0.70 -3.66
H 5.82 0.55 -3.11
C 2.71 -0.21 -1.74
H 4.75 -0.66 -1.17
H 4.34 1.06 -1.17
H 2.55 -1.20 -2.18
H 2.35 -0.26 -0.70
C -0.59 -0.49 -3.63
C -2.26 2.11 -2.71
H -0.57 2.69 -1.52
C -2.94 3.48 -2.58
H -2.49 1.69 -3.69
H -2.67 1.42 -1.96
C -2.34 4.48 -3.58
H -4.02 3.38 -2.74
H -2.79 3.85 -1.56
C -0.82 4.60 -3.40
H -2.56 4.14 -4.60
H -2.81 5.46 -3.46
C -0.12 3.24 -3.53
H -0.40 5.30 -4.13
H -0.61 5.01 -2.40
H -0.23 2.87 -4.55
H 0.94 3.35 -3.33
C 0.10 -1.87 -3.73
H -1.63 -0.66 -3.29
C -0.65 -2.79 -4.69
H 1.13 -1.73 -4.08
H 0.16 -2.34 -2.75
C -0.78 -2.17 -6.09
H -0.14 -3.76 -4.75
H -1.65 -2.99 -4.29
C -1.43 -0.78 -6.00
H 0.22 -2.07 -6.53
H -1.37 -2.82 -6.75
C -0.66 0.14 -5.04
H -1.48 -0.31 -6.99
H -2.47 -0.88 -5.65
H 0.35 0.29 -5.42
H -1.14 1.12 -5.00
C 0.09 -2.43 -0.25
C -1.22 -2.06 -0.47
H 0.81 -2.34 -1.06
C -2.30 -2.45 0.50
H -1.54 -1.77 -1.46
C -1.75 -2.83 1.88
H -3.05 -1.66 0.59
H -2.84 -3.31 0.07
C -0.64 -3.88 1.72
H -1.34 -1.93 2.36
H -2.55 -3.22 2.51
C 0.53 -3.33 0.88
H -0.27 -4.20 2.69
H -1.06 -4.76 1.22
H 1.24 -2.80 1.52
H 1.09 -4.16 0.42
C 0.56 1.82 0.59
C 0.70 2.69 1.42
C 0.70 3.32 2.71
C -0.51 3.79 3.25
C -0.56 4.25 4.57
C 0.59 4.23 5.36
C 1.80 3.75 4.83
C 1.85 3.29 3.51
H -1.42 3.77 2.66
H -1.49 4.60 4.98
H 0.55 4.56 6.39
H 2.68 3.72 5.45
H 2.78 2.88 3.12
```


[8]
This record from OMol25 describes CHFeO3 as an isolated structure at a distorted geometry. The level of theory is the ωB97M-V functional and the def2-TZVPD basis.

* expectation value of S²: 8.755
* charge: 0
* 2S+1: 6

Structure (XYZ):
```
6
CHFeO3 the ωB97M-V functional and the def2-TZVPD basis
O -0.68 -0.86 0.82
C 0.07 0.14 0.61
O 0.50 1.00 1.36
Fe -0.95 -1.55 -1.00
O 0.30 0.23 -0.77
H 0.76 1.04 -1.02
```


Asked for electronic energy across the records above, the calculation gives -59423.2957, -8367.9801, -78798.7374, -7393.5491, -32525.2126, -10002.6444, -59038.9559, -41581.3354 eV in order.